(1)
{"formula": "C35H49I2N3O9P2TeY", "method": "wB97M-V/def2-TZVPD", "e_tot_ha": -3789.2069, "homo_ev": -4.82, "e_above_lowest_kj_mol": 156.7, "total_charge": -1, "lumo_energy_ha": 0.0423, "elements": ["Y", "C", "C", "N", "C", "C", "C", "O", "C", "C", "N", "C", "C", "C", "C", "C", "C", "I", "C", "O", "H", "H", "H", "H", "H", "H", "H", "H", "H", "H", "H", "H", "I", "C", "H", "H", "O", "C", "O", "C", "C", "C", "C", "C", "C", "N", "O", "O", "H", "H", "H", "H", "C", "C", "O", "P", "O", "Te", "O", "C", "C", "H", "H", "H", "H", "H", "H", "H", "H", "H", "H", "C", "C", "C", "P", "C", "C", "C", "C", "C", "C", "H", "H", "H", "H", "H", "H", "H", "H", "H", "H", "H", "H", "H", "H", "H", "H", "H", "H", "H", "H", "H"], "xyz": [[-0.7973, -0.0719, -0.3566], [-4.1836, -3.4507, 0.1516], [-3.1720, -3.6797, -0.9188], [-3.4630, -4.5576, -1.8419], [-2.5726, -4.8329, -2.8006], [-1.2963, -4.3354, -2.8032], [-0.3093, -4.8138, -3.8358], [0.5457, -5.8323, -3.3287], [-0.9233, -3.4118, -1.7911], [0.4569, -3.1839, -1.5463], [0.9717, -2.3139, -0.7273], [2.2914, -2.5254, -0.3287], [3.2364, -3.2855, -1.0401], [4.4647, -3.5966, -0.4946], [4.8257, -3.1326, 0.7600], [3.9514, -2.3177, 1.4507], [2.7130, -2.0221, 0.9073], [1.3934, -0.7971, 2.0271], [-1.9265, -2.9552, -0.8831], [-1.7244, -2.0242, -0.0209], [-4.9112, -4.2567, 0.1323], [-4.6990, -2.5005, -0.0085], [-3.6876, -3.3926, 1.1176], [-2.9044, -5.5274, -3.5659], [0.3446, -4.0058, -4.1706], [-0.8552, -5.1976, -4.7091], [-0.0146, -6.5364, -2.9851], [1.0982, -3.9435, -1.9952], [3.0151, -3.6471, -2.0324], [5.1456, -4.2218, -1.0534], [5.7853, -3.3818, 1.1875], [4.2076, -1.9034, 2.4147], [-0.4216, -0.7587, -4.3250], [-1.3811, 0.2139, -2.6059], [-2.4087, -0.1427, -2.7519], [-1.4030, 1.2650, -2.9277], [-1.6612, 2.3583, -0.0458], [-0.6311, 2.3535, 0.6579], [0.3876, 1.6745, 0.3325], [-0.6221, 3.1249, 1.9382], [0.2879, 2.8207, 2.9474], [0.1980, 3.4333, 4.1797], [-0.7938, 4.3890, 4.3964], [-1.6775, 4.7370, 3.3732], [-1.5953, 4.0970, 2.1563], [-0.9277, 5.0020, 5.6757], [-0.1532, 4.6743, 6.5650], [-1.8193, 5.8297, 5.8276], [1.0460, 2.0746, 2.7732], [0.8731, 3.1785, 4.9851], [-2.4254, 5.4941, 3.5572], [-2.2939, 4.3191, 1.3641], [-4.7424, 3.0244, 3.9730], [-4.5921, 2.0571, 2.8147], [-3.2426, 1.6460, 2.7301], [-2.9103, 0.3630, 1.7963], [-1.4248, 0.2162, 1.8718], [-4.0052, 0.3858, -0.2747], [-3.6214, -0.8408, 2.6459], [-2.9898, -1.1741, 3.8720], [-2.0812, -2.3748, 3.6811], [-5.7776, 3.3470, 4.0486], [-4.0979, 3.8844, 3.8246], [-4.4540, 2.5451, 4.9034], [-4.8797, 2.5351, 1.8705], [-5.2333, 1.1783, 2.9556], [-3.7891, -1.3903, 4.5906], [-2.4174, -0.3090, 4.2303], [-2.6642, -3.2269, 3.3399], [-1.5709, -2.6278, 4.6075], [-1.3456, -2.1389, 2.9172], [5.3311, 0.0039, -0.9582], [4.6898, 1.3712, -0.7284], [4.8226, 1.7374, 0.7495], [2.8467, 1.3596, -1.2288], [2.9708, 0.9143, -3.0609], [2.9927, -0.6033, -3.2405], [4.0714, 1.5670, -3.8901], [2.6339, 3.2409, -1.3943], [1.5065, 3.6167, -2.3531], [2.3600, 3.8933, -0.0296], [6.2706, -0.0711, -0.4089], [5.5490, -0.1696, -2.0085], [4.6795, -0.7902, -0.6053], [5.2199, 2.1212, -1.3292], [4.1340, 1.1459, 1.3518], [4.6213, 2.7912, 0.9157], [5.8344, 1.5289, 1.0990], [2.0014, 1.2467, -3.4545], [3.9385, -1.0453, -2.9413], [2.8185, -0.8528, -4.2878], [2.1995, -1.0564, -2.6471], [5.0548, 1.2110, -3.5948], [4.0587, 2.6508, -3.8069], [3.9224, 1.3029, -4.9365], [3.5777, 3.6375, -1.7908], [0.5776, 3.1415, -2.0343], [1.7174, 3.3364, -3.3833], [1.3603, 4.6984, -2.3317], [1.3257, 4.2230, 0.0322], [2.9977, 4.7631, 0.1227], [2.5026, 3.1960, 0.7900]], "lowdin_charge": [1.17, -0.04, -0.25, 0.11, -0.12, -0.18, -0.23, -0.07, -0.12, -0.09, 0.04, -0.34, -0.04, -0.09, -0.11, -0.18, -0.57, 1.19, -0.29, -0.25, 0.07, 0.01, 0.06, 0.11, 0.09, 0.12, 0.09, 0.11, 0.11, 0.10, 0.10, 0.09, 0.68, -0.79, -0.12, -0.06, -0.13, -0.68, -0.30, -0.12, 0.00, 0.03, -0.15, 0.00, 0.00, -0.35, 0.06, 0.06, 0.07, 0.12, 0.11, 0.13, -0.06, -0.33, -0.27, 0.17, -0.52, 0.73, -0.30, -0.30, -0.07, 0.08, 0.05, 0.08, 0.09, 0.11, 0.12, 0.11, 0.07, 0.07, 0.02, -0.12, -0.54, -0.13, 1.13, -0.56, -0.19, -0.11, -0.53, -0.12, -0.13, 0.08, 0.05, 0.04, 0.10, 0.05, 0.06, 0.07, 0.06, 0.05, 0.05, 0.01, 0.06, 0.06, 0.08, 0.09, 0.07, 0.06, 0.08, 0.06, 0.08, 0.04]}

---

(2)
{"formula": "C6H7N5OS", "method": "wB97M-V/def2-TZVPD", "e_tot_ha": -979.9315, "homo_ev": -9.59, "e_above_lowest_kj_mol": 66.2, "lumo_energy_ha": 0.0186, "elements": ["N", "S", "O", "N", "C", "C", "N", "C", "N", "C", "C", "N", "C", "H", "H", "H", "H", "H", "H", "H"], "xyz": [[0.5022, 1.9467, 1.4396], [0.3121, 1.2688, 0.0884], [0.3736, 1.9218, -1.1661], [-1.1517, 0.4611, 0.3400], [-1.9350, -0.1099, -0.6814], [-3.0877, -0.4759, -0.0609], [-2.9488, -0.3130, 1.2646], [-1.7750, 0.1963, 1.4865], [1.2338, -0.0502, -0.1444], [2.0838, -0.1032, -1.2355], [2.6924, -1.3163, -1.0999], [2.0976, -1.9893, -0.0571], [1.2431, -1.2257, 0.4493], [0.7602, 2.9471, 1.3791], [-1.4897, -0.0416, -1.7280], [-4.0024, -1.0459, -0.4109], [-1.2517, 0.4227, 2.3829], [2.3665, 0.8799, -1.8037], [3.3769, -1.8094, -1.7310], [0.5999, -1.5639, 1.2882]], "lowdin_charge": [-0.16, 0.71, -0.27, -0.19, -0.07, -0.16, 0.06, -0.22, -0.20, -0.07, -0.11, 0.08, -0.24, 0.05, 0.14, 0.13, 0.11, 0.16, 0.09, 0.15]}